{
  "formula": "C45H48ClN9O15",
  "method": "ωB97M-V/def2-TZVPD",
  "elements": ["Cl", "O", "O", "O", "O", "O", "O", "O", "O", "O", "O", "O", "O", "O", "O", "O", "N", "N", "N", "N", "N", "N", "N", "N", "N", "C", "C", "C", "C", "C", "C", "C", "C", "C", "C", "C", "C", "C", "C", "C", "C", "C", "C", "C", "C", "C", "C", "C", "C", "C", "C", "C", "C", "C", "C", "C", "C", "C", "C", "C", "C", "C", "C", "C", "C", "C", "C", "C", "C", "C", "H", "H", "H", "H", "H", "H", "H", "H", "H", "H", "H", "H", "H", "H", "H", "H", "H", "H", "H", "H", "H", "H", "H", "H", "H", "H", "H", "H", "H", "H", "H", "H", "H", "H", "H", "H", "H", "H", "H", "H", "H", "H", "H", "H", "H", "H", "H", "H"],
  "positions_angstrom": [[6.84754, -1.47642, 2.28270], [3.46182, -4.62753, -0.73132], [1.39673, 1.96356, -3.74792], [0.64915, -0.46854, 3.12054], [-2.66081, 7.01078, -4.27706], [-2.33342, -1.47135, 0.52483], [2.23650, -1.44171, 4.29443], [-3.92004, 7.16029, -2.53912], [-6.06811, -2.35947, -6.97754], [5.06216, -6.06032, -0.92025], [1.13236, 3.57339, -5.15417], [4.92940, 5.30318, 7.87894], [4.33760, 4.83404, 9.89712], [-1.08141, -3.05340, 1.28010], [2.42076, 0.70908, 3.71777], [-4.81402, -2.51163, -8.72369], [-5.08173, -2.06357, -7.62505], [-0.40689, -3.35329, -4.00142], [-2.13301, -2.44570, 1.22766], [-0.91411, -4.00241, -1.81343], [-0.10261, -1.88160, -2.06966], [0.74332, 2.85995, -4.25004], [3.90822, -5.75969, -0.68348], [-2.92411, 7.45444, -3.17322], [4.36084, 4.61002, 8.70123], [0.60133, 0.02543, 1.76935], [0.06515, 9.62809, -2.68902], [-4.14340, -1.09700, -7.03520], [5.07227, -1.23953, 2.31276], [3.65733, -1.60826, 4.44519], [2.96049, 2.62856, 9.11933], [-0.61083, 3.09731, -3.72722], [-4.39723, -0.59329, -5.77131], [4.36093, -2.24207, 3.23681], [3.67036, 3.12044, 6.86409], [2.27123, 1.51984, 8.65589], [-5.28944, -3.77750, 3.69371], [3.44858, -8.13486, -0.22638], [-0.16887, 10.12124, -1.41241], [-2.22492, 8.88334, -1.29739], [1.65309, -6.52585, -0.06602], [2.57186, -9.14377, 0.13703], [0.78168, -7.54110, 0.29399], [-1.07340, 2.32808, -2.67350], [0.75952, -2.00504, -0.87016], [2.98073, 2.00784, 6.40560], [-1.31368, 9.75132, -0.71906], [-1.97337, 8.39280, -2.56677], [2.97835, -6.83637, -0.31840], [1.34962, -0.61454, -0.55793], [-4.45367, -2.26379, 2.02563], [-3.02813, -3.99876, 2.91211], [-2.36604, 0.68241, -5.91387], [-3.23547, -2.91733, 2.07480], [-0.84037, 8.75768, -3.27285], [-2.12891, 0.17619, -7.18499], [3.64798, 3.41925, 8.21533], [2.27918, 1.21186, 7.30141], [-5.48536, -2.69950, 2.84112], [-4.06317, -4.42762, 3.72693], [-1.39198, 4.09119, -4.29275], [1.24064, -8.84722, 0.39924], [-0.48211, -3.11987, -2.58862], [-2.34099, 2.56843, -2.16791], [1.85090, -0.32730, 3.70077], [-3.13247, 3.56791, -2.72117], [-3.02130, -0.72007, -7.75202], [-3.49960, 0.30044, -5.20922], [-2.65999, 4.32589, -3.78564], [1.76621, -0.44850, 0.90952], [-0.65476, 8.37276, -4.26507], [4.21378, 3.74147, 6.16695], [-6.44229, -2.19621, 2.81466], [2.92679, -10.16224, 0.21830], [0.70130, 0.21514, -0.84486], [-2.83434, -1.11543, -8.73983], [-5.27885, -0.88967, -5.22190], [0.95612, 9.91969, -3.22804], [-1.13818, -4.81265, -2.38555], [-3.11485, 8.59666, -0.75631], [2.95328, 2.86668, 10.17292], [-2.07454, -4.50560, 2.93924], [-6.09487, -4.11144, 4.33520], [1.28732, -5.51047, -0.14243], [3.70602, -2.92330, 2.69911], [2.26723, -0.54014, -1.14565], [-1.49430, 10.13780, 0.27467], [-0.46523, 1.54919, -2.23692], [4.83050, -0.20450, 2.52839], [3.77034, -2.32083, 5.25791], [-3.27714, 5.08925, -4.21282], [0.55886, -9.63713, 0.68783], [1.62538, -2.64440, -1.08523], [4.72394, -1.41129, 1.29894], [0.54407, 10.79548, -0.95564], [5.14312, -2.86954, 3.66312], [-1.04882, -2.75284, -4.50724], [0.49025, -1.43111, -2.76196], [2.98395, 1.75841, 5.35036], [-0.25595, -7.31197, 0.49618], [-1.66509, 1.37615, -5.46975], [2.10719, -1.42346, 1.26403], [2.57506, 0.27632, 0.96125], [-1.02608, 4.68429, -5.11880], [-2.71004, 1.97741, -1.33957], [0.47404, 1.10633, 1.72636], [-3.68100, 0.69807, -4.21950], [-3.91295, -5.26805, 4.39093], [4.48355, -8.36730, -0.43101], [-1.24612, 0.47775, -7.73268], [4.17309, -0.70523, 4.76479], [0.54673, -3.19765, -4.31145], [-0.28917, -0.41912, 1.33093], [1.72466, 0.89656, 9.35100], [1.73462, 0.34692, 6.94136], [0.24169, -2.46550, -0.02496], [-4.60706, -1.42317, 1.36491], [-4.12010, 3.75942, -2.32090]],
  "forces_ev_per_angstrom": [[-0.2, 0.2, 0.1], [0.1, -0.1, 0.0], [-0.1, 0.1, 0.0], [0.0, -0.7, 0.0], [0.0, 0.7, 0.0], [0.1, -0.1, 0.1], [0.3, -0.5, -0.2], [0.1, 0.0, -0.1], [0.1, 0.1, -0.1], [-0.2, 0.1, 0.1], [0.0, -0.1, 0.1], [-0.1, -0.1, 0.1], [0.0, 0.0, -0.2], [-0.5, 0.0, 0.5], [1.5, 1.4, -0.4], [0.0, 0.1, 0.2], [-0.2, -0.1, -0.1], [0.1, 0.2, 0.2], [0.1, -0.1, -0.2], [-0.4, -1.1, 0.6], [1.3, -0.3, -0.4], [0.1, 0.0, 0.0], [0.1, 0.1, -0.1], [-0.1, 0.0, -0.1], [0.1, 0.2, 0.1], [-0.4, -0.4, -0.6], [-0.1, 0.0, 0.1], [0.2, 0.2, 0.1], [-0.7, -0.5, -0.7], [0.6, -0.9, 0.5], [-0.1, -0.1, 0.3], [-0.2, 0.1, 0.2], [-0.1, 0.0, 0.2], [0.5, 0.6, 0.5], [0.0, 0.0, -0.2], [0.0, 0.0, -0.1], [0.0, 0.0, 0.0], [0.2, -0.2, 0.0], [0.0, 0.0, 0.0], [-0.2, 0.0, 0.2], [-0.2, 0.3, 0.0], [-0.1, 0.1, 0.0], [0.1, -0.1, 0.0], [0.0, -0.2, 0.2], [0.2, 0.7, 0.3], [0.0, 0.0, 0.0], [0.1, 0.0, -0.1], [0.2, 0.2, 0.1], [-0.2, -0.2, 0.1], [0.5, -0.4, 0.3], [-0.2, 0.2, -0.1], [0.2, -0.2, 0.1], [0.0, 0.0, 0.0], [-0.2, -0.1, 0.1], [0.1, 0.0, -0.2], [-0.1, 0.0, 0.1], [-0.1, -0.2, -0.1], [0.0, 0.0, 0.0], [0.1, -0.1, 0.1], [-0.1, 0.1, 0.0], [0.0, 0.2, -0.2], [0.0, 0.0, 0.0], [-0.4, 0.4, -0.2], [-0.1, 0.1, 0.0], [-1.5, -0.2, -0.2], [0.1, -0.1, 0.0], [0.2, 0.0, -0.2], [0.1, 0.0, -0.1], [-0.1, -0.7, 0.2], [-0.1, 0.2, -0.2], [-0.1, -0.1, 0.0], [0.0, 0.1, 0.1], [0.0, 0.0, 0.0], [0.0, 0.0, 0.0], [-0.2, -0.1, -0.1], [-0.1, -0.1, 0.0], [0.0, -0.1, -0.1], [0.0, 0.0, 0.0], [-0.1, -0.1, 0.1], [0.0, -0.1, -0.1], [0.1, 0.1, 0.0], [0.0, 0.1, -0.1], [0.0, 0.0, 0.0], [0.1, 0.0, -0.1], [-0.2, 0.1, -0.1], [-0.1, 0.3, -0.2], [0.0, 0.0, 0.0], [0.1, 0.0, -0.1], [0.3, 0.1, 0.3], [-0.3, 0.0, 0.2], [-0.1, 0.0, -0.1], [0.0, 0.0, 0.0], [-0.2, -0.2, -0.1], [0.2, 0.0, -0.2], [0.0, 0.0, 0.0], [0.0, -0.1, 0.0], [0.2, 0.1, -0.1], [-0.4, 0.3, -0.1], [0.0, 0.1, 0.3], [0.0, 0.0, 0.0], [0.0, 0.0, 0.0], [0.1, 0.0, 0.2], [0.2, -0.1, 0.2], [0.1, -0.1, 0.0], [0.0, 0.0, 0.0], [0.2, 0.1, 0.3], [0.0, 0.0, 0.0], [0.0, 0.0, 0.0], [0.0, 0.2, 0.0], [0.0, 0.0, 0.0], [-0.3, 0.3, -0.1], [-0.1, 0.2, -0.3], [-0.2, 0.0, 0.3], [0.0, 0.0, 0.0], [0.0, 0.0, 0.0], [-0.1, 0.5, -0.6], [0.2, 0.0, 0.0], [0.0, 0.0, 0.0]],
  "lowdin_charge": [0.5518, 0.0581, 0.0673, 0.0415, 0.0451, 0.0702, 0.0609, 0.0853, 0.0762, 0.0827, 0.0788, 0.0745, 0.0726, 0.0519, 0.1325, 0.0770, -0.3521, 0.0919, -0.3169, 0.1525, 0.0366, -0.3519, -0.3491, -0.3286, -0.3529, -0.1418, -0.0617, -0.1490, -0.5865, -0.1468, -0.0091, -0.1696, -0.0011, -0.2112, 0.0056, -0.0675, -0.0713, -0.0051, -0.0668, -0.0017, 0.0011, -0.0682, -0.0618, -0.0091, -0.2012, -0.0530, -0.0627, -0.1425, -0.1463, -0.1666, -0.0015, 0.0006, -0.0595, -0.1372, 0.0001, -0.0593, -0.1498, -0.0622, -0.0650, -0.0649, 0.0000, -0.0721, -0.5657, -0.0652, -0.6291, -0.0568, -0.0042, -0.0549, -0.0701, -0.1650, 0.1204, 0.1197, 0.1083, 0.1075, 0.0966, 0.1194, 0.1194, 0.1101, 0.0554, 0.1198, 0.1176, 0.1191, 0.1073, 0.1085, 0.1161, 0.1136, 0.1096, 0.0968, 0.0672, 0.1244, 0.0803, 0.1064, 0.1091, 0.0557, 0.1090, 0.0897, 0.0741, 0.1100, 0.0792, 0.1088, 0.0884, 0.1196, 0.1134, 0.1222, 0.1103, 0.1346, 0.1006, 0.1081, 0.1191, 0.1102, 0.1274, 0.0782, 0.0983, 0.1064, 0.1070, 0.0670, 0.1184, 0.1116],
  "lumo_energy_ev": -0.889,
  "smiles": "[H]/N=C(\\N)NCCCCOC(=O)OCCCCl.O=[N+]([O-])c1ccccc1.O=[N+]([O-])c1ccccc1.O=[N+]([O-])c1ccccc1.O=[N+]([O-])c1ccccc1.O=[N+]([O-])c1ccccc1.O=[N+]([O-])c1ccccc1",
  "homo_ha": -0.3398,
  "orbital_gap_ev": 8.357,
  "e_tot_ha": -3824.6125
}